Record 1
The following is a DFT calculation (the ωB97M-V functional and the def2-TZVPD basis) of a 2-piece molecular cluster, C14H12ClN4O2P overall.

The geometry in XYZ format:
```
34
Properties=species:S:1:pos:R:3:mulliken_charge:R:1
O 0.9519 -4.0656 2.9888 -0.48
P 0.4939 -2.4584 2.7780 0.25
Cl -1.5672 -2.2222 3.0719 -0.17
C 0.8816 -2.0482 0.9554 0.40
N 1.4844 -3.0348 0.3044 -0.61
N 1.7327 -2.8062 -0.9732 0.17
C 1.3762 -1.6377 -1.5456 -0.53
C 0.7571 -0.4868 -0.9312 0.43
C 0.4237 0.8242 -1.6589 0.17
C -0.3335 0.6974 -2.8877 -0.63
C -0.6533 1.9405 -3.6005 -0.36
C -0.1551 3.1875 -3.0187 -0.47
C 0.5877 3.0863 -1.7733 -0.17
N 0.8716 1.9640 -1.0745 -0.35
C 0.4605 -0.7015 0.5212 0.39
C -0.2309 0.3562 1.3752 0.12
C 0.4489 0.7661 2.6057 0.01
C -0.3122 1.7880 3.3466 -0.65
C -1.5665 2.2052 2.7543 -0.21
N -2.1538 1.8346 1.5944 -0.61
C -1.4846 0.8975 0.8862 -0.21
H 0.4800 -4.6378 2.3483 0.35
H 2.1789 -3.5502 -1.5149 0.28
H 1.5924 -1.5540 -2.6415 0.41
H -0.6973 -0.2685 -3.2947 0.44
H -1.2334 1.9125 -4.5448 0.39
H -0.3703 4.1337 -3.5550 0.34
H 0.9432 4.0506 -1.3289 0.35
H 1.4053 0.3363 2.9605 0.49
H 0.0463 2.1863 4.3203 0.35
H -2.1416 2.9575 3.3556 0.34
H -1.8950 0.5278 -0.0828 0.49
O -1.5898 -2.9875 -1.0549 -0.93
H -0.7318 -3.1927 -0.6856 0.20
```

Its multiplicity is 1. The HOMO energy is -6.30 eV. The value obtained for the HOMO-LUMO gap is 4.510 eV. The value obtained for the total energy is -46573.574 eV. As for the molar mass: 334.70 g/mol.


Record 2
The following is a DFT calculation (the ωB97M-V functional and the def2-TZVPD basis) of H2NO3S3 as an isolated structure.

The geometry in XYZ format:
```
9
Properties=species:S:1:pos:R:3:mulliken_charge:R:1
N 0.3224 0.0798 0.9783 -0.17
O 0.0227 -0.0240 -1.5156 -0.58
O -1.5629 1.3239 -0.2739 -0.59
O -1.5854 -1.1177 -0.1381 -0.66
S 1.2051 1.5143 0.8140 -0.16
S 1.0723 -1.3934 0.7924 -0.23
S -0.8785 0.0783 -0.4007 1.08
H 1.4090 1.4711 -0.4315 0.11
H -0.0048 -1.9322 0.1750 0.20
```

Its multiplicity is 1. The HOMO energy is -4.23 eV. The value obtained for the HOMO-LUMO gap is 7.625 eV. The value obtained for the total energy is -40171.151 eV. As for the energy above the lowest of the compared OMol25 structures with the same formula, charge and spin: 13.6 kcal/mol. Its net charge is -1. As for the molar mass: 160.22 g/mol.


Record 3
The following is a DFT calculation (the ωB97M-V functional and the def2-TZVPD basis) of a 2-piece molecular cluster, C4H13NP overall.

The geometry in XYZ format:
```
19
Properties=species:S:1:pos:R:3:mulliken_charge:R:1
C -0.2546 0.7735 -0.3606 -1.46
C -3.2421 -0.2712 -1.2606 -0.77
C 3.2522 -1.4214 0.6494 -0.67
C 0.7334 0.1183 0.3589 0.24
N 0.8168 0.8106 1.6205 -0.33
P 2.1192 -0.6177 -0.4079 0.24
H -1.0908 0.4284 0.0942 0.49
H -0.3241 0.4973 -1.4305 0.40
H -0.4033 1.9177 -0.3551 0.24
H -3.3957 -1.3489 -1.4347 0.23
H -4.1392 0.2748 -1.6767 0.30
H -3.3033 -0.0415 -0.2025 0.20
H 3.8202 -0.7742 1.3158 0.25
H 3.8055 -2.3282 0.3491 0.30
H -2.3210 0.1435 -1.7465 0.12
H -0.1792 0.8541 1.9464 0.39
H 1.4925 0.3476 2.2586 0.35
H 1.1872 1.8243 1.6807 0.39
H 1.4262 -1.1868 -1.3985 0.10
```

Its multiplicity is 1. The HOMO energy (alpha / beta) is -12.23 / -12.05 eV. The value obtained for the HOMO-LUMO gap (alpha / beta) is 7.349 / 7.271 eV. The value obtained for the total energy is -15126.297 eV. As for the energy above the lowest of the compared OMol25 structures with the same formula, charge and spin: 121.4 kcal/mol. Its net charge is +1. As for the molar mass: 106.13 g/mol.


Record 4
The following is a DFT calculation (the ωB97M-V functional and the def2-TZVPD basis) of an isolated ion of composition C5H8N and charge +1.

The geometry in XYZ format:
```
14
Properties=species:S:1:pos:R:3:mulliken_charge:R:1
C 0.7082 -0.4843 -0.2127 -0.12
C -0.5908 0.1829 -0.0644 0.93
C 3.0942 0.1514 0.0886 -0.16
C -0.8665 1.5035 -0.0498 -0.89
C -1.7178 -0.8066 0.0511 -1.37
N 1.9113 -0.1605 -0.0610 0.05
H 0.5870 -1.5365 -0.4817 0.31
H 3.6803 0.5183 -0.7485 0.28
H 3.5817 0.0452 1.0543 0.28
H -0.1117 2.2673 -0.1203 0.27
H -1.8869 1.8326 0.0358 0.30
H -2.6572 -0.3277 -0.1997 0.40
H -1.7984 -1.1646 1.0771 0.32
H -1.5850 -1.6689 -0.5969 0.40
```

Its multiplicity is 1. The HOMO energy is -14.51 eV. The value obtained for the HOMO-LUMO gap is 9.297 eV. As for the SMILES: C=[N+]=CC(=C)C. The value obtained for the total energy is -6795.810 eV. As for the energy above the lowest of the compared OMol25 structures with the same formula, charge and spin: 52.5 kcal/mol. Its net charge is +1. As for the molar mass: 82.13 g/mol.